Formula: C24H36N3O8P
Source: the Open Molecules 2025 dataset
Level of theory: ωB97M-V/def2-TZVPD

Results
**HOMO**: -7.96 eV
**2S+1**: 1
**Gap between HOMO and LUMO**: 7.34 eV
**F_max**: 6.65 eV/A
**Structure (SMILES)**: CCC[C@H](C)c1ccc2nc(CCO)c(P(=O)(O)O)nc2c1CN.O=C1CCCO1.O=C1CCCO1

CARTESIAN COORDINATES (ANGSTROEM)
C -3.3609 -0.1923 -2.1600
C -2.3428 -1.4664 -2.0706
C -0.9638 -0.8746 -1.4567
C -0.6048 -1.5262 -0.0036
C -1.8006 -1.3690 1.0683
C 0.8462 -1.0565 0.5247
C 2.0888 -2.0532 0.2166
C 3.5232 -1.6993 0.6435
C 3.8647 -0.3373 1.3896
N 5.2569 -0.1279 1.7001
C 5.3580 1.1258 2.3747
C 6.8571 1.5835 2.7997
C 7.3724 2.5748 1.6298
O 8.0386 1.8620 0.5569
C 4.2082 2.1028 2.7520
P 4.5222 3.7207 3.7106
O 5.1295 3.3633 5.0840
O 5.5423 4.8014 2.8784
O 3.0209 4.4989 4.0704
N 2.8517 1.8396 2.3995
C 2.6685 0.6022 1.6933
C 1.1700 0.2570 1.2730
C -0.0159 1.3055 1.6440
N -0.6736 1.9035 0.4456
H -2.9300 0.5561 -2.9266
H -3.2807 0.3311 -1.1358
H -4.4378 -0.5077 -2.3986
H -2.8126 -2.2679 -1.3815
H -2.1149 -1.9057 -3.1034
H -0.1225 -1.2541 -2.1555
H -0.9823 0.2652 -1.4414
H -0.5306 -2.6689 -0.2168
H -2.2974 -0.3429 0.9133
H -2.5997 -2.1898 0.9674
H -1.4457 -1.3961 2.1639
H 1.8996 -3.0567 -0.3240
H 4.3693 -2.4439 0.4182
H 7.5648 0.6741 2.8029
H 6.8929 2.0414 3.8464
H 8.0987 3.3425 2.0629
H 6.4914 3.1775 1.1792
H 7.4539 1.7671 -0.2230
H 5.0890 5.6861 2.8385
H 2.4652 4.5577 3.2586
H 0.3631 2.1803 2.2847
H -0.8365 0.7964 2.2845
H -1.6378 1.5783 0.3094
H -0.1037 1.8315 -0.4048
O 0.4327 -3.7563 -1.5737
C -0.2298 -4.7654 -1.5555
O -1.2774 -4.9712 -0.7136
C -1.7662 -6.3070 -0.8813
C -1.3091 -6.7272 -2.2582
C -0.0004 -5.9819 -2.4093
H -1.3419 -6.9351 -0.0924
H -2.8539 -6.3141 -0.7918
H -1.2137 -7.8087 -2.3688
H -2.0219 -6.3730 -3.0098
H 0.8408 -6.5489 -2.0031
H 0.1870 -5.7042 -3.4465
O -4.3590 2.0357 -0.8314
C -5.2271 2.6598 -1.3861
O -5.2590 2.8927 -2.7264
C -6.3611 3.7538 -3.0325
C -7.3233 3.5939 -1.8789
C -6.3946 3.3286 -0.7136
H -5.9881 4.7784 -3.1241
H -6.8083 3.4545 -3.9822
H -7.9713 4.4604 -1.7354
H -7.9610 2.7200 -2.0463
H -6.0532 4.2549 -0.2454
H -6.8529 2.6701 0.0241

Löwdin atomic charge list, values in e, 4 entries: -0.132 -0.229 -0.171 -0.294

Formula: C14H6Cl4NO5
Source: the Open Molecules 2025 dataset
Level of theory: ωB97M-V/def2-TZVPD

Results
**Charge**: -1
**HOMO**: -4.31 eV
**2S+1**: 1
**Gap between HOMO and LUMO**: 4.20 eV
**F_max**: 2.67 eV/A

CARTESIAN COORDINATES (ANGSTROEM)
Cl -1.4226 2.8419 2.7000
C -0.5995 1.3547 2.5484
C -1.3113 0.1813 2.3448
Cl -2.9836 0.2151 2.0468
C -0.6939 -1.1282 2.5254
O -1.3371 -2.1438 2.8031
C 0.8530 -1.1613 2.5374
O 1.4419 -2.2333 2.5390
C 1.5315 0.1335 2.5676
Cl 3.2322 0.0985 2.5509
C 0.8367 1.3341 2.5787
Cl 1.6866 2.8080 2.6384
C -1.4576 -3.2703 0.0011
C -0.5616 -4.3315 -0.4199
O 0.5291 -4.4397 0.1573
C -1.0087 -5.2440 -1.5175
C -1.6390 -4.7202 -2.6555
C -1.9124 -5.5620 -3.7527
C -1.6120 -6.9272 -3.6731
C -1.0323 -7.4586 -2.5098
C -0.7088 -6.6082 -1.4508
N -2.7326 -3.1175 -0.4721
O -3.4875 -2.2076 -0.0447
O -3.2058 -3.9246 -1.3493
H -1.1533 -2.6349 0.8188
H -1.7164 -3.6537 -2.8176
H -2.3685 -5.1257 -4.6446
H -1.8192 -7.5828 -4.5219
H -0.8096 -8.5272 -2.4290
H -0.2272 -6.9826 -0.5463

Löwdin atomic charge list, values in e, 4 entries: 0.705 -0.701 -0.602 0.789

Formula: C4H3NO2
Source: the Open Molecules 2025 dataset
Level of theory: ωB97M-V/def2-TZVPD

Results
**HOMO**: -9.88 eV
**2S+1**: 1
**Gap between HOMO and LUMO**: 8.96 eV
**Relative energy (zero: lowest compared OMol25 entry of this formula, charge and spin)**: 73.8 kcal/mol
**F_max**: 1.42 eV/A
**Structure (SMILES)**: C=C=NC(=O)C=O

CARTESIAN COORDINATES (ANGSTROEM)
O 0.2386 -1.3672 2.9653
C -0.3848 -0.7391 2.1553
C 0.1846 -0.4697 0.7798
N -0.5835 0.4697 0.0711
C -0.1222 0.6189 -1.0615
C 0.2693 0.6919 -2.2852
O 1.2577 -0.8754 0.4010
H -1.3774 -0.2839 2.3410
H -0.7113 0.9207 -2.7128
H 1.2290 1.0341 -2.6538

Löwdin atomic charge list, values in e, 4 entries: 0.110 -0.172 -0.425 0.164

Formula: C25H45CeN2OP3Se
Source: the Open Molecules 2025 dataset
Level of theory: ωB97M-V/def2-TZVPD

Results
**Charge**: +3
**HOMO (spin up / spin down)**: -15.42 / -15.42 eV
**2S+1**: 2
**Gap between HOMO and LUMO (spin up / spin down)**: 4.88 / 4.96 eV
**Relative energy (zero: lowest compared OMol25 entry of this formula, charge and spin)**: 0.0 kcal/mol
**F_max**: 3.03 eV/A

CARTESIAN COORDINATES (ANGSTROEM)
Ce -0.5975 -0.3912 -0.3307
P 1.7972 0.7142 1.2833
P -0.8293 2.4044 -1.5017
P 1.8812 -0.5500 -1.8885
H -1.6638 -3.0372 -0.0949
C -0.5625 -3.0162 -0.1933
C 0.2889 -2.5751 0.8216
H -0.0859 -2.2016 1.7993
C 1.5954 1.2259 3.0353
C 2.4284 2.3194 0.6235
C 3.3416 -0.2638 1.4726
C -2.2163 2.1667 -2.7032
C -1.6181 3.7054 -0.4631
C 0.1944 3.4358 -2.6253
C 2.7834 -2.1567 -1.8516
C 3.1911 0.6092 -2.4337
C 1.1794 -0.8041 -3.5562
H -0.2236 -3.5605 -1.0875
H 1.3795 -2.7110 0.8297
H 1.7098 0.3507 3.6908
H 0.5935 1.6540 3.1609
H 2.3401 1.9849 3.3203
H 1.5847 3.0224 0.5685
H 2.8553 2.2006 -0.3807
H 3.1929 2.7375 1.2966
H 3.0953 -1.1847 2.0158
H 4.1047 0.2755 2.0524
H 3.7708 -0.5409 0.5024
H -2.6072 3.1581 -2.9936
H -3.0291 1.6149 -2.2142
H -1.8851 1.5744 -3.5688
H -2.2487 4.3181 -1.1245
H -0.8667 4.3325 0.0350
H -2.2317 3.2197 0.3081
H -0.4138 4.2798 -2.9905
H 0.5212 2.8391 -3.4877
H 1.0944 3.8127 -2.1245
H 3.0663 -2.4423 -2.8770
H 2.1333 -2.9352 -1.4325
H 3.6875 -2.0795 -1.2365
H 3.6580 0.2213 -3.3533
H 3.9630 0.7306 -1.6647
H 2.7475 1.5894 -2.6618
H 1.9558 -1.2108 -4.2227
H 0.7530 0.1136 -3.9800
H 0.3710 -1.5249 -3.4358
C -1.7511 -1.6224 -4.7908
C -2.7680 -1.1100 -5.6260
C -3.1283 -1.8456 -6.7745
C -2.5470 -3.1009 -7.0247
C -1.4249 -3.4720 -6.2714
C -0.9446 -2.6755 -5.2235
O -1.5952 -1.2083 -3.4387
H -2.4684 -1.1526 -3.0061
H -3.2973 -0.1837 -5.3904
H -3.8912 -1.4759 -7.4671
H -2.9514 -3.7993 -7.7797
H -0.9159 -4.4064 -6.5083
H -0.0115 -2.9417 -4.7328
C -2.3911 2.0709 4.9307
N -1.8649 0.7145 4.8852
C -1.6058 -0.0186 3.7555
Se -2.0836 0.4160 2.0094
N -0.9081 -1.1238 4.1755
C -0.6941 -1.0752 5.5622
C 0.1782 -1.8112 6.3617
C 0.4935 -1.2679 7.6171
C -0.0200 -0.0229 8.0230
C -0.9428 0.6722 7.2327
C -1.2833 0.0991 6.0060
H -3.1914 2.1206 5.6847
H -2.8013 2.3274 3.9462
H -1.5924 2.7810 5.2058
H -0.4498 -1.7624 3.5240
H 0.5650 -2.7727 6.0099
H 1.1596 -1.8095 8.2890
H 0.3207 0.3993 8.9680
H -1.3727 1.6324 7.5095

Löwdin atomic charge list, values in e, 4 entries: 0.512 0.743 0.728 0.736

Formula: C5H10NO
Source: the Open Molecules 2025 dataset
Level of theory: ωB97M-V/def2-TZVPD

Results
**Charge**: -1
**HOMO**: -1.96 eV
**2S+1**: 1
**Gap between HOMO and LUMO**: 5.90 eV
**Relative energy (zero: lowest compared OMol25 entry of this formula, charge and spin)**: 11.9 kcal/mol
**F_max**: 3.02 eV/A
**Structure (SMILES)**: [O-]C[C@H]1CCCN1

CARTESIAN COORDINATES (ANGSTROEM)
N 0.3663 -1.1444 0.5146
C -0.7754 -1.4324 -0.3256
C -1.0566 -0.0873 -1.0521
C -0.8146 0.8750 0.1466
C 0.4307 0.2971 0.8296
C 1.6934 0.9688 0.1207
O 2.1663 1.9975 0.8421
H 0.2933 -1.6904 1.3636
H -1.6605 -1.8185 0.2126
H -0.5333 -2.2439 -1.0166
H -2.0466 -0.0030 -1.4942
H -0.3504 -0.0006 -1.8760
H -1.7103 0.7321 0.7713
H -0.5457 1.9082 -0.0820
H 0.6125 0.5091 1.8804
H 1.4718 1.0102 -0.9732
H 2.4592 0.1226 0.1382

Löwdin atomic charge list, values in e, 4 entries: -0.053 -0.267 -0.180 -0.169

Formula: C9H9IS
Source: the Open Molecules 2025 dataset
Level of theory: ωB97M-V/def2-TZVPD

Results
**HOMO**: -7.98 eV
**2S+1**: 1
**Gap between HOMO and LUMO**: 7.82 eV
**Relative energy (zero: lowest compared OMol25 entry of this formula, charge and spin)**: 23.9 kcal/mol
**F_max**: 5.39 eV/A

CARTESIAN COORDINATES (ANGSTROEM)
C -2.5215 -0.9065 -0.1439
C -2.2747 0.2840 0.5380
C -1.5020 -1.7472 -0.5198
C -1.0361 0.5435 1.0204
C -0.2539 -1.4897 0.0204
C 0.0185 -0.2697 0.6650
C 1.9316 1.4716 -0.1960
C 1.5862 0.9410 -1.5373
C 1.2974 0.1795 1.2775
S 2.8106 2.7276 0.3025
I 2.9637 -1.2789 1.1446
H -3.6106 -1.1447 -0.5433
H -3.1477 1.0399 0.7001
H -1.6839 -2.7098 -0.9615
H -0.9338 1.4448 1.7315
H 0.6083 -2.1134 -0.1998
H 1.8944 -0.0705 -1.4861
H 2.0370 1.4628 -2.2908
H 0.4171 0.8824 -1.6941
H 1.3994 0.7534 2.1725

Löwdin atomic charge list, values in e, 4 entries: -0.111 -0.112 -0.092 -0.094

| no. | energy (Eh) |
| --- | --- |
| 1 | -2043.47271 |
| 2 | -2808.70988 |
| 3 | -359.35270 |
| 4 | -5064.03401 |
| 5 | -326.46636 |
| 6 | -1044.11621 |